# C4H10N2O

The molecule C4H10N2O (ωB97M-V/def2-TZVPD, the Open Molecules 2025 dataset).

Cartesian coordinates (Å):
H  2.903  -0.882  -0.016
N  0.612  0.349  0.323
H  -1.804  -0.612  2.008
C  -1.658  -0.176  1.031
H  -1.373  -1.015  0.409
N  2.063  -1.291  -0.391
H  -0.313  1.489  1.714
H  1.450  0.590  0.816
H  -1.445  2.972  0.269
H  2.079  -2.275  -0.691
H  -0.128  2.423  -0.597
O  -0.030  -1.217  -1.271
C  0.793  -0.800  -0.492
H  -1.532  1.694  -1.159
H  -2.693  0.057  0.729
C  -1.097  2.049  -0.231
C  -0.632  0.934  0.834

The structure (SMILES) is CC(C)NC(N)=O. Its max |F| is 3.3 eV/Å. For the relative energy (zero: lowest compared OMol25 entry of this formula, charge and spin), the calculation gives 114.37 kJ/mol. For the HOMO-LUMO gap, the calculation gives 10.02 eV. For the HOMO energy, the calculation gives -9.22 eV. As for the multiplicity: 1.